(1)
Below is C25H45AgN6O7PSSb as an isolated structure, with properties calculated with wB97M-V/def2-TZVPD.

Each line ends with the Mulliken charge.
Atoms and positions in Å:
Ag  -1.5411  -0.5674  -0.1288  1.151
N  -1.1084  -1.9041  -2.3133  -0.344
C  -1.5027  -3.2967  -2.0872  -0.855
C  -1.6893  -3.6978  -0.6162  0.374
O  -1.6689  -4.9299  -0.3856  -0.832
N  -1.8620  -2.7187  0.2400  -0.099
C  -2.0711  -3.1030  1.6212  -0.285
C  -2.0690  -1.9345  2.6272  0.006
O  -1.7807  -2.2416  3.8060  -0.795
O  -2.3484  -0.7764  2.2127  -0.689
H  -1.1615  -1.6587  -3.2953  0.274
H  -0.1529  -1.7460  -2.0136  0.072
H  -0.8112  -4.0299  -2.5156  0.245
H  -2.4709  -3.4504  -2.5717  0.404
H  -1.3312  -3.8346  1.9581  0.237
H  -3.0393  -3.6099  1.7446  0.437
C  -2.6579  3.5155  -1.4048  -1.334
Sb  -1.7829  2.1024  -0.0645  0.691
C  -3.0576  2.4516  1.6131  -1.355
C  -0.1164  3.2861  0.5652  -1.071
H  -2.8161  4.4628  -0.8883  0.466
H  -3.6103  3.1173  -1.7510  0.331
H  -2.0195  3.6681  -2.2733  0.403
H  -2.9106  3.4505  2.0260  0.406
H  -2.8594  1.6762  2.3528  0.311
H  -4.0896  2.3461  1.2771  0.386
H  -0.4660  4.2420  0.9570  0.523
H  0.5483  3.4592  -0.2804  0.379
H  0.4258  2.7405  1.3362  -0.067
N  -3.6271  0.2299  -2.7888  -0.263
C  -3.0750  0.9712  -3.8389  0.199
C  -3.8990  1.5544  -4.8052  -0.623
C  -3.3630  2.3356  -5.8148  -0.668
C  -1.9950  2.5648  -5.8877  -0.223
C  -1.1748  1.9908  -4.9308  -0.601
C  -1.7016  1.2021  -3.9138  0.347
S  -1.3329  3.6131  -7.1851  1.270
O  -2.1263  3.2770  -8.3634  -0.718
O  -1.5522  4.9736  -6.7044  -0.699
O  0.0734  3.2392  -7.2818  -0.726
H  -2.9891  -0.4113  -2.3317  -0.043
H  -4.5107  -0.2037  -3.0049  0.233
H  -4.9710  1.3876  -4.7597  0.290
H  -4.0045  2.7717  -6.5699  0.370
H  -0.1070  2.1566  -4.9961  0.460
H  -1.0483  0.7608  -3.1681  0.322
O  0.9915  -0.0009  0.5418  -0.298
P  1.8952  -0.4513  1.6312  -0.875
N  3.4913  0.0167  1.4235  0.079
C  3.6789  1.3732  0.8931  -0.295
C  4.2239  1.2018  -0.5480  -0.693
C  4.4037  -0.3159  -0.7194  -0.382
C  4.4557  -0.8218  0.7231  -0.900
N  1.9604  -2.0979  1.8044  0.168
C  1.4648  -2.7747  3.0154  -0.083
C  1.7760  -4.2357  2.7191  -0.946
C  1.5045  -4.3729  1.2158  -0.654
C  1.7396  -2.9666  0.6351  0.300
N  1.5327  0.2406  3.0763  0.755
C  2.4652  0.5184  4.1656  -0.544
C  1.5976  1.1899  5.2419  -0.719
C  0.3662  1.6815  4.4804  -0.813
C  0.1507  0.5686  3.4683  0.181
H  4.3986  1.9138  1.5169  0.483
H  2.7363  1.9181  0.9130  -0.128
H  5.1758  1.7244  -0.6600  0.276
H  3.5349  1.6093  -1.2859  0.330
H  5.2864  -0.5785  -1.3046  0.549
H  3.5268  -0.7416  -1.2099  0.019
H  5.4523  -0.6503  1.1518  0.414
H  4.2167  -1.8753  0.8508  0.394
H  0.3902  -2.6287  3.1686  -0.053
H  1.9877  -2.4022  3.8975  0.232
H  1.1585  -4.9084  3.3150  0.442
H  2.8271  -4.4413  2.9425  0.336
H  0.4786  -4.6823  1.0219  0.151
H  2.1552  -5.1133  0.7486  0.372
H  0.8673  -2.6352  0.0684  -0.712
H  2.6104  -2.9337  -0.0285  0.570
H  3.2728  1.1717  3.8229  0.251
H  2.9345  -0.3933  4.5501  0.335
H  2.1366  1.9850  5.7599  0.451
H  1.2923  0.4520  5.9865  0.316
H  0.5851  2.6224  3.9656  0.302
H  -0.5004  1.8329  5.1232  0.438
H  -0.4310  0.8532  2.5958  -0.444
H  -0.3655  -0.2837  3.9193  0.095

Atomic forces in eV per Å
-0.1 0.4 0.2
0.0 -0.1 -0.1
-0.1 0.0 0.0
0.1 0.0 0.0
-0.1 0.0 0.0
0.0 0.0 0.1
-0.1 0.0 0.0
0.1 0.0 0.0
0.0 0.0 0.1
0.0 0.0 0.0
0.0 0.0 0.0
0.1 0.0 0.0
0.0 0.0 0.0
0.0 0.0 0.0
0.0 0.0 0.0
0.0 0.0 0.0
0.0 0.0 0.0
0.0 -0.3 -0.1
0.0 0.1 0.0
0.0 0.0 0.0
0.0 0.0 0.0
0.0 0.0 0.0
0.0 0.0 0.0
0.0 0.0 0.0
0.0 0.0 0.0
0.0 0.0 0.0
0.0 0.0 0.0
0.0 0.0 0.0
0.0 0.0 0.0
0.0 0.0 0.0
0.0 0.0 0.0
0.0 0.0 0.0
0.0 0.0 0.0
0.0 0.0 0.0
0.0 0.0 0.0
0.0 0.0 0.0
0.0 0.0 0.0
0.0 0.0 0.0
0.0 0.0 0.0
0.0 0.0 0.0
0.0 0.0 0.0
0.0 0.0 0.0
0.0 0.0 0.0
0.0 0.0 0.0
0.0 0.0 0.0
0.0 0.0 0.0
0.1 0.0 -0.1
-0.1 -0.1 0.1
0.1 0.1 0.0
0.0 0.0 -0.1
0.0 0.0 0.0
0.0 0.0 0.0
0.0 -0.1 0.0
0.0 0.1 0.1
-0.1 0.0 0.0
0.0 0.0 0.0
0.0 0.0 0.0
0.0 0.0 -0.1
-0.1 0.0 -0.1
0.1 -0.1 0.0
0.0 0.0 0.0
0.0 0.1 0.0
0.0 0.0 0.0
0.0 0.0 0.0
0.0 0.0 0.0
0.0 0.0 0.0
0.0 0.0 0.0
0.0 0.0 0.0
0.0 0.0 0.0
0.0 0.0 0.0
0.0 0.0 0.0
0.0 0.0 0.0
0.0 0.0 0.0
0.0 0.0 0.0
0.0 0.0 0.0
0.0 0.0 0.0
0.0 0.0 0.0
0.0 0.0 0.0
0.0 0.0 0.0
0.0 0.0 0.0
0.0 0.0 0.0
0.0 0.0 0.0
0.0 0.0 0.0
0.0 0.0 0.0
0.0 0.0 0.0
0.0 0.0 0.0
0.0 0.0 0.0

Computed properties:
**E**: -80595.066 eV
**F_max**: 0.42 eV Å⁻¹
**HOMO energy**: -2.83 eV
**Net charge**: -2
**Relative energy (zero: lowest compared OMol25 entry of this formula, charge and spin)**: 0.0 kcal per mole


(2)
Below is a 9-piece molecular cluster, C36H99N9O9 overall at a distorted geometry, with properties calculated with wB97M-V/def2-TZVPD.

Each line ends with the Mulliken charge.
Atoms and positions in Å:
C  -0.4569  1.5882  -2.8937  -0.415
O  -1.6812  1.5412  -3.5487  0.127
C  -2.0953  2.9000  -3.7948  -0.830
C  -3.1066  2.8356  -4.9135  0.593
C  -4.3658  2.0563  -4.6126  -1.416
N  -2.4554  2.4074  -6.1870  -0.715
H  0.2739  2.0686  -3.5576  0.399
H  -0.0857  0.6237  -2.5434  -0.776
H  -0.5470  2.1874  -1.9917  0.457
H  -2.5439  3.2875  -2.8277  0.261
H  -1.2613  3.5685  -4.0680  0.265
H  -3.4280  3.8965  -4.9649  0.334
H  -5.1117  2.4015  -5.3347  0.419
H  -4.6930  2.2478  -3.6025  0.366
H  -4.1965  0.9738  -4.6874  0.254
H  -1.8287  1.6202  -5.9727  0.188
H  -3.1335  2.1048  -6.8060  0.272
C  3.0718  3.2354  -2.7378  -0.813
O  3.0380  2.9802  -1.3698  -0.408
C  1.7490  2.9576  -0.8298  1.285
C  1.5906  3.2406  0.6403  0.173
C  2.5625  2.3975  1.4018  -1.124
N  0.2583  3.0411  1.2358  -0.392
H  2.9720  4.3075  -2.9258  0.217
H  2.2501  2.7675  -3.2659  0.367
H  3.9852  2.8680  -3.1067  0.391
H  1.1649  3.6901  -1.4017  0.326
H  1.2718  1.9796  -1.0501  -1.103
H  1.7609  4.3320  0.8139  0.205
H  2.5194  2.4637  2.4984  0.419
H  3.5799  2.5499  1.0427  0.354
H  2.3097  1.2726  1.1104  -0.069
H  -0.2031  2.1804  0.9178  -0.295
H  -0.3949  3.7308  0.8931  0.326
C  -2.6418  2.1943  2.8477  -0.494
O  -3.5950  1.4277  3.5323  -0.483
C  -3.1683  0.1280  3.6752  0.081
C  -4.0267  -0.7225  4.6207  0.189
C  -3.9500  -0.2954  6.0800  -1.434
N  -3.5799  -2.1093  4.4890  -0.433
H  -1.6719  1.8726  3.1719  0.351
H  -2.8356  3.2224  3.0583  0.344
H  -2.7695  1.9460  1.7834  0.180
H  -3.2181  -0.4625  2.7318  -0.277
H  -2.1223  0.0482  4.0858  0.165
H  -5.0545  -0.6468  4.2816  0.377
H  -4.7527  -0.7866  6.6968  0.361
H  -4.1101  0.7848  6.1120  0.372
H  -3.0000  -0.5228  6.5532  0.266
H  -3.8107  -2.4392  3.5637  0.180
H  -3.9465  -2.7697  5.1996  0.227
C  -1.8383  6.9649  -0.3104  -0.786
O  -0.4154  6.8377  -0.2917  -0.331
C  0.1907  7.0415  -1.6157  -0.600
C  1.7071  7.2691  -1.4874  1.232
C  2.1693  8.3404  -0.5357  -1.704
N  2.0918  7.5491  -2.8597  -0.634
H  -2.2312  6.5173  0.5558  0.262
H  -2.0792  6.4876  -1.2613  0.315
H  -2.0649  8.0572  -0.3972  0.289
H  -0.0761  6.1628  -2.2005  0.249
H  -0.2728  7.9886  -2.0708  0.461
H  2.1435  6.3098  -1.1655  -0.322
H  3.2606  8.4782  -0.5202  0.391
H  1.8043  8.1374  0.4762  0.359
H  1.8452  9.3769  -0.6639  0.351
H  3.0974  7.7096  -2.9050  0.250
H  1.6351  8.2984  -3.3481  0.246
C  3.4574  -2.2373  3.1732  -0.878
O  2.3001  -1.9417  3.9798  -0.237
C  2.0708  -2.8504  5.0521  -1.158
C  0.6898  -2.5915  5.6379  0.803
C  0.5001  -3.6190  6.7795  -1.673
N  -0.3117  -2.6844  4.6572  0.229
H  3.3702  -3.1691  2.6345  0.369
H  4.3860  -2.3684  3.7422  0.549
H  3.5630  -1.4015  2.4217  0.012
H  2.1702  -3.8667  4.6673  0.364
H  2.9417  -2.6591  5.7389  0.338
H  0.6836  -1.5855  6.1639  0.283
H  0.6671  -4.6602  6.4587  0.345
H  -0.4708  -3.4731  7.1526  0.445
H  1.2156  -3.4126  7.6077  0.450
H  -1.1912  -2.3775  4.9716  -0.107
H  -0.0681  -2.1202  3.8461  -0.120
C  5.6081  -3.8168  -0.1533  -0.999
O  5.0183  -2.5193  -0.0649  -0.268
C  4.1804  -2.3010  -1.1601  -1.285
C  3.6914  -0.8466  -1.0803  2.504
C  2.7803  -0.6018  -2.2615  -1.748
N  4.8345  0.0592  -0.9976  -0.801
H  6.5015  -3.7158  -0.7739  0.354
H  5.0164  -4.6187  -0.4583  0.407
H  5.9772  -4.0317  0.8785  0.245
H  4.7506  -2.5113  -2.0873  0.556
H  3.3265  -2.9461  -1.1172  0.341
H  3.0453  -0.8725  -0.1322  -0.866
H  2.0458  -1.3600  -2.2253  0.089
H  3.2757  -0.5309  -3.2619  0.587
H  2.2453  0.3867  -2.1730  0.244
H  4.5658  1.0072  -0.8388  0.243
H  5.3682  -0.2224  -0.1971  0.386
C  1.3047  1.2539  -6.2033  -0.735
O  0.2670  0.3049  -5.9392  -0.301
C  0.8522  -0.9230  -5.4312  0.264
C  -0.1538  -1.9878  -5.2204  -0.149
C  -1.1790  -1.4956  -4.1857  -0.262
N  0.3853  -3.3247  -4.7115  -0.697
H  1.9344  0.9024  -7.0403  0.387
H  1.9967  1.4755  -5.3169  0.143
H  0.8817  2.2222  -6.4696  0.298
H  1.5713  -1.3292  -6.1749  0.496
H  1.3296  -0.6812  -4.5166  -0.352
H  -0.6705  -2.1606  -6.1472  0.539
H  -0.5746  -1.4507  -3.3002  -0.471
H  -1.8633  -2.2888  -4.0568  0.417
H  -1.6225  -0.5232  -4.4130  0.010
H  0.7554  -3.1202  -3.7777  0.242
H  1.0557  -3.6325  -5.4150  0.307
C  -4.7885  -6.8573  1.3242  -0.771
O  -3.8896  -6.3709  2.2794  -0.278
C  -2.5427  -6.8773  2.0603  -0.910
C  -1.4494  -5.8764  2.5719  1.212
C  -0.1170  -6.4073  2.2858  -1.471
N  -1.6394  -5.7162  4.0319  -0.809
H  -4.8673  -7.9421  1.5347  0.267
H  -4.4687  -6.5209  0.3585  0.336
H  -5.7445  -6.4350  1.4460  0.271
H  -2.3840  -7.8441  2.6232  0.325
H  -2.3148  -6.9945  0.9626  0.366
H  -1.6435  -5.0199  1.9455  -0.027
H  0.1470  -7.1603  2.9832  0.475
H  0.6033  -5.5959  2.4475  0.131
H  0.0419  -6.6797  1.2408  0.396
H  -2.5888  -5.3451  4.2714  0.288
H  -1.0188  -4.9512  4.2549  0.140
C  -2.5660  0.7188  -0.4664  -1.183
O  -1.3450  0.4067  0.1976  1.202
C  -1.1317  -1.0221  0.2489  -1.923
C  0.2384  -1.2007  0.8775  3.089
C  0.5993  -2.6233  0.9177  -1.046
N  0.3095  -0.5216  2.1408  0.226
H  -3.4682  0.2098  -0.0263  0.195
H  -2.5363  0.4281  -1.5302  -0.008
H  -2.6533  1.8105  -0.3792  0.496
H  -1.8706  -1.5226  0.8663  0.358
H  -1.1924  -1.5472  -0.7202  0.255
H  0.9197  -0.6538  0.2097  -1.676
H  0.5322  -3.0966  -0.0184  0.931
H  0.0217  -3.2724  1.5920  -0.260
H  1.6906  -2.7498  1.1495  -0.213
H  0.0031  0.4444  1.9891  -0.240
H  1.1556  -0.6946  2.6266  0.073

Atomic forces in eV per Å
0.6 0.2 0.4
-0.1 0.7 -0.3
-0.7 -1.0 0.7
0.2 1.1 -0.5
0.3 -0.4 -0.1
1.7 0.9 2.6
0.2 -0.2 0.2
-0.3 -0.2 -0.4
0.0 0.3 0.2
0.3 -0.2 -1.0
0.0 -0.4 0.0
0.1 -0.3 -0.6
-0.2 -0.4 0.2
-0.4 0.2 0.3
-0.1 0.2 -0.2
-0.4 0.3 -0.2
-1.5 -0.8 -1.5
-1.0 0.8 0.1
0.8 -0.3 1.4
-1.7 -0.1 -1.3
0.2 1.4 1.3
0.2 -2.8 -0.3
-0.6 -0.6 -1.0
0.1 0.2 -0.1
-0.2 -0.4 -0.2
1.2 -0.4 -0.6
-0.3 0.1 0.1
0.2 0.1 0.2
0.3 -0.7 -0.1
-0.1 0.2 -0.5
0.1 0.1 0.1
0.5 2.0 0.7
0.6 -0.1 0.1
0.1 0.6 0.0
-0.6 -1.0 -0.8
-0.8 0.2 0.9
0.7 -2.2 0.6
-0.2 -0.1 0.6
-1.1 0.1 0.2
0.3 -0.4 0.4
0.9 0.3 0.1
0.0 0.7 0.0
0.4 0.5 0.1
0.4 0.6 -0.1
-0.6 0.2 -0.6
-0.5 0.3 0.0
0.7 0.4 -0.6
0.0 0.0 0.2
0.3 -0.1 -0.2
0.0 -0.4 0.0
0.1 0.9 -0.8
2.0 1.5 -2.3
1.1 0.2 -0.3
-1.2 1.5 2.0
-1.0 0.2 -0.9
-0.1 0.8 1.5
1.6 -1.0 -0.5
-0.6 -0.6 0.9
-1.2 -0.2 0.2
-0.3 -0.8 0.2
0.3 0.1 -0.4
0.5 -1.2 0.4
0.1 0.2 -0.2
-0.2 -0.7 0.0
0.4 -0.3 0.1
-0.6 -0.2 -0.8
-0.3 0.0 -0.2
-0.4 0.3 0.4
-0.4 1.0 -0.1
0.7 0.0 -1.0
1.3 1.0 -0.3
1.6 0.3 2.3
1.7 0.2 -0.3
0.6 -0.8 -1.8
-0.5 -0.4 -0.3
-0.1 0.5 0.3
0.0 -0.9 0.9
-0.3 -0.3 0.0
-1.1 -0.4 0.1
0.3 -0.7 -0.6
-0.3 0.4 0.0
-1.4 -0.2 0.7
-0.4 -0.1 -0.5
-1.4 0.4 0.4
-0.2 0.0 0.0
2.4 2.0 2.2
-0.2 -1.2 0.3
0.8 1.3 -0.5
-0.2 -0.6 0.6
0.3 2.4 -0.4
-0.3 -0.9 -0.4
0.0 -0.3 -0.3
-1.5 -1.0 -0.7
-0.3 0.0 -0.7
-0.3 0.3 0.1
-0.7 -0.6 0.0
0.6 0.4 -1.0
-1.0 -0.9 -0.4
-0.1 -0.5 0.9
0.4 -0.9 0.1
-0.5 0.7 0.0
0.5 -0.1 0.3
0.7 0.0 0.5
0.8 -0.3 0.3
0.5 0.5 -1.9
-1.6 -0.8 1.2
1.2 -0.2 -0.9
-0.8 2.2 -0.9
-0.1 0.1 0.3
-0.9 -0.7 -0.8
-0.4 -0.2 -0.1
0.1 0.5 0.3
0.8 0.1 1.0
-0.2 -0.3 -0.6
0.0 0.4 1.0
-1.2 -0.6 0.2
0.1 -0.4 0.0
0.5 -0.5 -0.6
0.3 -0.1 0.8
0.8 -1.1 0.8
1.7 0.5 0.3
0.5 0.1 0.2
-3.6 -1.3 0.4
1.7 1.1 -0.6
-0.5 0.8 -0.6
-0.1 0.2 -1.1
0.3 -0.6 -1.0
-1.2 0.7 0.7
-0.4 0.7 -0.7
-0.6 -0.2 0.9
0.0 1.0 0.1
0.2 -1.1 0.4
0.1 0.0 0.1
-0.2 -0.4 0.1
1.0 -0.6 -0.7
0.2 0.4 0.6
-0.3 0.0 0.0
-0.8 -1.4 -0.6
0.5 0.5 0.4
-0.3 1.3 -1.0
1.9 -1.5 1.4
-2.0 0.0 -0.1
0.8 0.5 0.0
0.1 0.2 0.3
-0.3 -0.3 -0.2
-0.5 0.2 0.4
0.2 0.7 -0.1
0.2 -0.4 -0.6
-0.4 -0.4 -1.6
0.1 0.5 0.2
-0.9 0.1 0.2
0.7 -0.5 0.7
0.8 0.4 0.5

Computed properties:
**E**: -70769.688 eV
**SMILES string**: COC[C@H](C)N.COC[C@H](C)N.COC[C@H](C)N.COC[C@H](C)N.COC[C@H](C)N.COC[C@H](C)N.COC[C@H](C)N.COC[C@H](C)N.COC[C@H](C)N
**F_max**: 3.85 eV Å⁻¹
**HOMO energy**: -8.58 eV
**Relative energy (zero: lowest compared OMol25 entry of this formula, charge and spin)**: 60.5 kcal per mole